[1]
Entry from the Open Molecules 2025 dataset: a 11-piece molecular cluster, C48H70NO37P overall (the ωB97M-V functional and the def2-TZVPD basis).

Summary:
* spin multiplicity: 1
* E_HOMO: -9.2 eV
* gap between HOMO and LUMO: 0.308 Eh

Geometry (Å):
C: -7.335 3.025 -0.465
N: -6.121 2.160 -0.464
C: -5.954 1.579 -1.821
C: -4.963 2.845 -0.050
O: -3.940 2.871 -0.694
C: -4.931 3.575 1.337
C: -4.187 4.916 1.312
C: -4.166 5.958 0.437
P: -5.152 6.112 -1.111
O: -6.595 5.943 -0.810
O: -4.628 5.165 -2.338
O: -4.952 7.686 -1.604
C: -3.188 7.037 0.987
O: -3.047 8.137 0.642
O: -2.462 6.447 2.045
C: -3.209 5.361 2.432
O: -3.223 4.758 3.450
H: -7.352 3.786 0.342
H: -7.400 3.569 -1.426
H: -8.213 2.355 -0.301
H: -6.966 1.309 -2.182
H: -5.360 0.635 -1.782
H: -5.517 2.274 -2.575
H: -5.947 3.641 1.802
H: -4.351 2.908 2.029
H: -5.337 4.502 -2.467
H: -5.121 7.670 -2.564
C: -2.636 4.196 6.455
C: -4.028 4.364 7.012
C: -4.328 5.757 7.492
O: -5.319 5.524 8.494
C: -5.096 4.272 8.985
O: -5.611 3.831 9.961
O: -4.204 3.597 8.210
H: -1.879 4.394 7.219
H: -2.484 3.168 6.123
H: -2.467 4.861 5.611
H: -4.768 4.024 6.282
H: -4.719 6.397 6.701
H: -3.471 6.250 7.960
C: 0.385 1.489 -1.655
C: -0.403 0.572 -2.560
C: -0.284 0.909 -4.020
O: -1.519 0.415 -4.544
C: -2.424 0.463 -3.527
O: -3.597 0.310 -3.662
O: -1.812 0.712 -2.341
H: 0.029 2.518 -1.731
H: 0.260 1.191 -0.612
H: 1.446 1.464 -1.898
H: -0.134 -0.471 -2.367
H: 0.564 0.418 -4.495
H: -0.230 1.984 -4.214
C: 5.791 0.054 -0.545
C: 5.377 1.228 -1.399
C: 6.060 2.518 -1.037
O: 5.104 3.494 -1.457
C: 3.881 2.902 -1.384
O: 2.845 3.481 -1.475
O: 3.998 1.559 -1.191
H: 5.531 0.220 0.504
H: 5.263 -0.846 -0.860
H: 6.865 -0.128 -0.619
H: 5.511 0.987 -2.458
H: 7.006 2.651 -1.561
H: 6.227 2.635 0.037
C: -1.761 -2.340 5.599
C: -2.185 -1.159 4.759
C: -1.460 0.115 5.092
O: -2.411 1.112 4.709
C: -3.643 0.544 4.831
O: -4.667 1.147 4.779
O: -3.546 -0.800 5.020
H: -1.977 -2.168 6.656
H: -2.320 -3.231 5.306
H: -0.695 -2.547 5.484
H: -2.097 -1.403 3.696
H: -0.533 0.228 4.531
H: -1.248 0.230 6.159
C: -3.134 10.112 2.976
C: -2.895 9.730 4.418
C: -3.929 10.265 5.370
O: -3.195 10.358 6.592
C: -1.888 10.542 6.252
O: -1.032 10.851 7.016
O: -1.696 10.327 4.921
H: -3.095 11.196 2.846
H: -2.356 9.693 2.340
H: -4.102 9.748 2.626
H: -2.794 8.643 4.506
H: -4.783 9.596 5.481
H: -4.289 11.263 5.105
C: 8.111 -5.909 -1.148
C: 7.704 -4.728 -1.996
C: 8.400 -3.449 -1.626
O: 7.449 -2.462 -2.038
C: 6.221 -3.046 -1.968
O: 5.189 -2.456 -2.055
O: 6.327 -4.389 -1.784
H: 7.853 -5.745 -0.099
H: 7.577 -6.806 -1.466
H: 9.183 -6.098 -1.226
H: 7.835 -4.963 -3.057
H: 9.346 -3.321 -2.149
H: 8.569 -3.342 -0.551
C: 3.706 -8.148 -3.489
C: 4.826 -7.232 -3.922
C: 4.990 -7.132 -5.413
O: 6.379 -6.816 -5.541
C: 7.003 -7.340 -4.454
O: 8.186 -7.430 -4.334
O: 6.103 -7.748 -3.521
H: 3.889 -9.174 -3.818
H: 3.637 -8.176 -2.400
H: 2.748 -7.813 -3.889
H: 4.703 -6.245 -3.465
H: 4.372 -6.350 -5.850
H: 4.799 -8.074 -5.936
C: -2.108 -7.908 5.353
C: -0.716 -7.448 5.717
C: -0.541 -7.131 7.177
O: 0.512 -6.166 7.151
C: 0.442 -5.540 5.945
O: 1.045 -4.553 5.663
O: -0.408 -6.191 5.105
H: -2.844 -7.127 5.556
H: -2.168 -8.125 4.285
H: -2.382 -8.807 5.906
H: 0.024 -8.180 5.376
H: -0.255 -8.002 7.764
H: -1.424 -6.669 7.629
C: -6.669 4.469 -7.119
C: -7.071 3.235 -6.345
C: -8.494 2.807 -6.576
O: -8.808 2.135 -5.355
C: -8.027 2.688 -4.391
O: -8.161 2.504 -3.222
O: -7.066 3.484 -4.935
H: -7.270 5.331 -6.821
H: -5.629 4.725 -6.910
H: -6.780 4.312 -8.193
H: -6.370 2.419 -6.546
H: -8.595 2.134 -7.427
H: -9.186 3.645 -6.699
C: 9.407 -9.516 -5.909
C: 10.848 -9.838 -6.228
C: 11.321 -9.276 -7.540
O: 12.354 -10.191 -7.906
C: 12.044 -11.386 -7.330
O: 12.583 -12.415 -7.584
O: 11.033 -11.245 -6.428
H: 8.735 -9.948 -6.655
H: 9.127 -9.948 -4.947
H: 9.246 -8.443 -5.866
H: 11.495 -9.527 -5.402
H: 11.715 -8.264 -7.443
H: 10.554 -9.288 -8.320



[2]
Entry from the Open Molecules 2025 dataset: one molecule with the formula C6H11N (the ωB97M-V functional and the def2-TZVPD basis).

Summary:
* spin multiplicity: 1
* E_HOMO: -8.9 eV
* gap between HOMO and LUMO: 0.341 Eh
* relative energy (zero: lowest compared OMol25 entry of this formula, charge and spin): 224.1 kJ/mol

Geometry (Å):
C: -2.555 -1.675 0.234
N: -1.465 -2.320 0.336
C: -0.313 -1.650 -0.159
C: -0.164 -0.616 -1.033
C: 1.104 0.167 -0.891
C: 0.950 1.611 -0.234
C: 0.994 1.468 1.309
H: -2.767 -0.885 -0.494
H: -3.506 -2.118 0.566
H: 0.614 -2.076 0.219
H: -0.984 -0.345 -1.689
H: 1.690 0.363 -1.790
H: 1.745 -0.379 -0.191
H: 0.038 2.125 -0.549
H: 1.850 2.079 -0.611
H: 0.364 2.243 1.765
H: 0.400 0.571 1.518
H: 2.006 1.438 1.694



[3]
Entry from the Open Molecules 2025 dataset: C53H49IrN4Sb as an isolated structure (the ωB97M-V functional and the def2-TZVPD basis).

Summary:
* spin multiplicity: 5
* E_HOMO (alpha / beta): -8.5 / -10.1 eV
* ⟨S²⟩: 6.143
* gap between HOMO and LUMO (alpha / beta): 0.181 / 0.187 Eh
* net charge: +1
* relative energy (zero: lowest compared OMol25 entry of this formula, charge and spin): 22.8 kJ/mol

Geometry (Å):
Ir: 0.665 -0.276 0.901
C: -0.860 7.146 2.030
C: -0.982 6.484 0.815
C: -0.657 5.138 0.726
C: -0.235 4.441 1.855
C: -0.118 5.105 3.070
C: -0.422 6.458 3.153
C: 0.123 2.999 1.711
C: 1.342 2.711 1.155
C: 2.396 3.645 0.917
C: 3.492 2.920 0.575
C: 3.109 1.532 0.578
N: 1.817 1.422 0.888
C: 3.926 0.379 0.220
C: 3.265 -0.701 -0.535
C: 3.741 -1.396 -1.640
C: 2.838 -2.435 -1.895
C: 1.817 -2.343 -0.948
C: 0.799 -3.288 -0.694
C: 0.812 -4.548 -1.490
C: -0.109 -4.743 -2.516
C: -0.106 -5.927 -3.243
C: 0.805 -6.929 -2.936
C: 1.726 -6.737 -1.915
C: 1.737 -5.547 -1.200
C: -0.166 -3.150 0.294
N: -0.404 -2.003 1.004
C: -1.467 -2.250 1.826
C: -2.156 -1.281 2.551
C: -3.395 -1.702 3.270
C: -3.321 -2.235 4.554
C: -4.473 -2.660 5.203
C: -5.706 -2.553 4.574
C: -5.786 -2.010 3.298
C: -4.635 -1.586 2.648
C: -1.823 0.100 2.570
C: -2.593 1.111 3.173
C: -1.972 2.319 2.902
C: -0.814 2.037 2.169
N: -0.726 0.665 1.968
C: -1.873 -3.626 1.678
C: -1.085 -4.172 0.725
N: 2.053 -1.219 -0.158
C: 5.311 0.279 0.579
C: 5.952 1.263 1.379
C: 7.306 1.212 1.636
C: 8.080 0.162 1.153
C: 7.456 -0.880 0.473
C: 6.103 -0.836 0.208
H: -1.090 8.202 2.097
H: -1.319 7.017 -0.065
H: -0.710 4.618 -0.223
H: 0.223 4.564 3.946
H: -0.310 6.976 4.098
H: 2.312 4.717 1.010
H: 4.459 3.298 0.293
H: 4.631 -1.145 -2.197
H: 2.916 -3.197 -2.657
H: -0.829 -3.965 -2.746
H: -0.819 -6.067 -4.046
H: 0.793 -7.860 -3.489
H: 2.437 -7.517 -1.669
H: 2.454 -5.391 -0.402
H: -2.355 -2.311 5.043
H: -4.407 -3.077 6.201
H: -6.603 -2.894 5.076
H: -6.747 -1.920 2.806
H: -4.697 -1.166 1.648
H: -3.499 0.948 3.736
H: -2.285 3.306 3.209
H: -2.662 -4.105 2.237
H: -1.107 -5.182 0.344
H: 5.373 2.053 1.827
H: 7.767 1.988 2.234
H: 9.148 0.141 1.329
H: 8.032 -1.739 0.153
H: 5.642 -1.684 -0.276
C: -3.942 1.556 -1.347
C: -2.738 1.903 -2.215
C: -2.483 3.404 -2.257
Sb: -0.999 0.770 -1.509
C: -1.613 -1.175 -2.281
C: -2.621 -1.849 -1.349
C: -2.173 -1.111 -3.704
C: 0.633 1.331 -2.838
C: 1.263 2.622 -2.321
C: 0.250 1.446 -4.310
H: -4.848 1.994 -1.779
H: -3.825 1.966 -0.339
H: -4.104 0.482 -1.259
H: -2.858 1.510 -3.227
H: -2.371 3.809 -1.249
H: -3.343 3.905 -2.715
H: -1.601 3.665 -2.845
H: -0.667 -1.725 -2.272
H: -3.632 -1.488 -1.551
H: -2.410 -1.677 -0.297
H: -2.627 -2.931 -1.512
H: -3.179 -0.685 -3.706
H: -2.252 -2.125 -4.114
H: -1.557 -0.531 -4.387
H: 1.341 0.506 -2.699
H: 0.581 3.471 -2.419
H: 2.158 2.856 -2.907
H: 1.562 2.543 -1.279
H: -0.587 2.132 -4.468
H: 0.003 0.485 -4.754
H: 1.104 1.844 -4.868



[4]
Entry from the Open Molecules 2025 dataset: a 9-piece molecular cluster, C5H30N2O8 overall (the ωB97M-V functional and the def2-TZVPD basis).

Summary:
* spin multiplicity: 2
* E_HOMO (alpha / beta): -13.4 / -13.4 eV
* ⟨S²⟩: 0.758
* gap between HOMO and LUMO (alpha / beta): 0.384 / 0.230 Eh
* net charge: +1
* relative energy (zero: lowest compared OMol25 entry of this formula, charge and spin): 0.0 kJ/mol

Geometry (Å):
N: 2.774 1.600 1.535
C: 1.411 1.606 1.278
C: 0.874 2.976 1.176
C: 0.590 3.554 -0.256
C: -0.415 2.666 -0.994
C: 0.851 0.767 2.671
N: -0.541 0.764 2.754
H: 3.467 1.500 0.810
H: 3.005 2.235 2.284
H: 1.162 0.890 0.499
H: -0.028 3.237 1.743
H: 1.498 3.757 1.629
H: 1.527 3.573 -0.803
H: 0.199 4.555 -0.104
H: -0.388 1.613 -0.757
H: -1.413 3.081 -0.940
H: -0.138 2.726 -2.053
H: 1.295 -0.199 2.510
H: 1.289 1.278 3.527
H: -0.966 1.676 2.584
H: -0.966 0.134 2.071
H: -1.564 -2.403 -3.770
H: -0.506 -3.056 -2.801
O: -1.399 -3.151 -3.193
H: 4.094 -1.074 -1.738
H: 3.916 -1.302 -3.187
O: 3.625 -1.663 -2.344
H: -2.770 0.912 -0.717
H: -2.035 0.435 0.537
O: -2.561 1.158 0.195
H: -2.659 -2.379 2.473
H: -2.777 -2.441 0.916
O: -2.622 -1.846 1.671
H: 1.237 -3.147 -1.405
H: 1.835 -2.017 -2.106
O: 1.084 -2.638 -2.219
H: 0.589 -2.332 2.570
H: -0.840 -2.504 1.973
O: 0.113 -2.484 1.757
H: -1.253 -0.771 -2.197
H: -2.705 -0.501 -2.699
O: -1.959 -0.121 -2.229
H: -1.768 -4.080 -0.338
H: -1.976 -3.307 -1.642
O: -2.184 -3.275 -0.673



[5]
Entry from the Open Molecules 2025 dataset: a 4-piece molecular cluster, C3H14O4 overall (the ωB97M-V functional and the def2-TZVPD basis).

Summary:
* spin multiplicity: 1
* E_HOMO: -10.0 eV
* gap between HOMO and LUMO: 0.385 Eh
* relative energy (zero: lowest compared OMol25 entry of this formula, charge and spin): 154.6 kJ/mol

Geometry (Å):
C: 0.052 -1.271 -1.967
C: -0.697 0.169 -2.089
C: 0.158 1.191 -2.862
O: -0.957 0.583 -0.765
H: -0.091 -1.793 -1.001
H: 1.121 -1.008 -1.909
H: -0.053 -1.931 -2.845
H: -1.676 0.018 -2.553
H: 0.318 0.779 -3.871
H: 1.087 1.438 -2.352
H: -0.354 2.149 -3.072
H: -1.711 1.155 -0.611
O: 1.619 0.232 1.385
H: 2.546 0.227 1.102
H: 1.826 -0.077 2.288
O: 5.287 2.035 2.961
H: 4.723 1.587 3.610
H: 4.639 2.729 2.754
O: -5.658 -2.971 2.229
H: -5.191 -2.613 1.460
H: -6.501 -2.535 2.014



[6]
Entry from the Open Molecules 2025 dataset: one molecule with the formula C2H5NO (the ωB97M-V functional and the def2-TZVPD basis).

Summary:
* spin multiplicity: 1
* E_HOMO: -9.9 eV
* gap between HOMO and LUMO: 0.402 Eh
* relative energy (zero: lowest compared OMol25 entry of this formula, charge and spin): 129.9 kJ/mol

Geometry (Å):
C: 0.001 -1.067 0.278
N: 0.055 0.042 -0.700
C: -0.255 1.377 -0.203
O: -0.532 1.610 0.949
H: -0.637 -0.799 1.110
H: -0.322 -1.956 -0.275
H: 1.002 -1.322 0.686
H: 1.030 -0.091 -0.891
H: -0.343 2.208 -0.953



[7]
Entry from the Open Molecules 2025 dataset: an isolated ion of composition C6H7O2 and charge -1 (the ωB97M-V functional and the def2-TZVPD basis).

Summary:
* spin multiplicity: 1
* E_HOMO: -3.9 eV
* gap between HOMO and LUMO: 0.276 Eh
* net charge: -1
* relative energy (zero: lowest compared OMol25 entry of this formula, charge and spin): 71.4 kJ/mol

Geometry (Å):
C: -1.509 -1.290 0.225
C: -0.775 0.050 0.004
C: -1.672 1.242 0.257
C: 0.489 0.093 -0.270
C: 1.756 0.041 -0.676
C: 3.134 0.043 0.064
O: 3.623 -1.080 -0.047
O: 3.681 1.087 0.357
H: -1.507 -1.903 -0.649
H: -0.790 -1.822 0.989
H: -2.526 -1.109 0.550
H: -2.210 1.618 -0.666
H: -2.545 0.946 0.889
H: -1.109 2.072 0.698
H: 1.961 0.012 -1.726



[8]
Entry from the Open Molecules 2025 dataset: one molecule with the formula C22H20N2O4S (the ωB97M-V functional and the def2-TZVPD basis).

Summary:
* spin multiplicity: 1
* E_HOMO: -8.4 eV
* gap between HOMO and LUMO: 0.321 Eh
* relative energy (zero: lowest compared OMol25 entry of this formula, charge and spin): 92.6 kJ/mol

Geometry (Å):
C: -0.993 2.011 -2.584
O: -1.087 1.327 -1.350
C: -1.844 0.193 -1.266
C: -2.455 -0.029 -0.032
C: -3.270 -1.122 0.171
C: -3.525 -2.003 -0.869
C: -2.907 -1.807 -2.088
C: -2.034 -0.740 -2.292
C: -1.318 -0.712 -3.600
O: -1.874 -0.669 -4.676
N: 0.051 -0.782 -3.538
C: 0.882 -0.787 -2.415
C: 2.047 -0.019 -2.442
C: 2.849 0.063 -1.320
C: 2.495 -0.632 -0.180
S: 3.413 -0.366 1.333
O: 4.600 0.373 1.029
O: 3.520 -1.589 2.065
N: 2.404 0.665 2.176
C: 2.235 2.013 1.635
C: 0.726 2.316 1.675
C: 0.187 1.190 2.510
C: -1.073 0.994 3.029
C: -1.333 -0.177 3.733
C: -0.340 -1.125 3.909
C: 0.941 -0.928 3.411
C: 1.191 0.240 2.713
C: 1.380 -1.447 -0.158
C: 0.579 -1.541 -1.280
H: -1.026 3.077 -2.349
H: -0.047 1.792 -3.085
H: -1.824 1.767 -3.249
H: -2.267 0.679 0.758
H: -3.725 -1.274 1.138
H: -4.190 -2.840 -0.728
H: -3.070 -2.495 -2.905
H: 0.506 -0.646 -4.434
H: 2.311 0.524 -3.338
H: 3.749 0.658 -1.310
H: 2.800 2.705 2.267
H: 2.652 2.055 0.628
H: 0.277 2.286 0.678
H: 0.523 3.293 2.113
H: -1.843 1.741 2.900
H: -2.316 -0.344 4.147
H: -0.558 -2.030 4.456
H: 1.724 -1.654 3.553
H: 1.154 -2.008 0.735
H: -0.277 -2.194 -1.275



Number 1: F_max 3.07 eV Å⁻¹. Number 2: F_max 2.32 eV Å⁻¹. Number 3: F_max 0.67 eV Å⁻¹. Number 4: F_max 3.60 eV Å⁻¹. Number 5: F_max 1.89 eV Å⁻¹. Number 6: F_max 2.05 eV Å⁻¹. Number 7: F_max 3.16 eV Å⁻¹. Number 8: F_max 1.25 eV Å⁻¹.